No. 1
{
  "formula": "C42H40N8O4Tl",
  "method": "ωB97M-V/def2-TZVPD",
  "molar_mass_g_mol": 925.2,
  "charge": 1,
  "gap_ev": 6.87,
  "lumo_energy_ev": -2.88,
  "spin_multiplicity": 1,
  "species": ["Tl", "C", "C", "C", "C", "C", "N", "C", "C", "C", "N", "C", "C", "C", "C", "C", "C", "C", "C", "N", "C", "C", "C", "N", "C", "C", "C", "C", "O", "C", "O", "H", "H", "H", "H", "H", "H", "H", "H", "H", "H", "H", "H", "H", "H", "H", "H", "H", "H", "H", "H", "H", "H", "H", "H", "H", "H", "H", "H", "O", "C", "N", "C", "C", "C", "C", "C", "C", "N", "C", "O", "C", "C", "C", "C", "C", "N", "C", "C", "C", "C", "C", "N", "H", "H", "H", "H", "H", "H", "H", "H", "H", "H", "H", "H"],
  "xyz": [[-0.382, 1.250, 0.537], [3.255, -5.150, -2.335], [2.738, -3.930, -1.625], [3.090, -3.610, -0.350], [2.609, -2.423, 0.264], [2.792, -2.222, 1.644], [2.372, -1.151, 2.271], [2.139, -0.998, 3.695], [0.650, -1.213, 4.017], [0.108, -0.418, 5.208], [-0.026, 1.006, 4.892], [-0.970, 1.562, 4.123], [-2.230, 1.119, 3.770], [-3.011, 0.106, 4.432], [-4.177, -0.348, 3.917], [-5.076, -1.306, 4.643], [-4.536, 0.089, 2.593], [-3.849, 1.036, 1.911], [-4.081, 1.172, 0.455], [-3.110, 1.198, -0.357], [-3.377, 1.029, -1.781], [-2.299, 1.644, -2.685], [-1.402, 0.630, -3.429], [0.646, 1.253, -2.548], [0.111, -1.274, -2.463], [1.313, -1.912, -1.757], [1.804, -3.079, -2.276], [1.794, -1.491, -0.470], [1.497, -0.366, 0.033], [-2.777, 1.786, 2.583], [-2.326, 2.831, 2.108], [3.887, -5.747, -1.679], [3.850, -4.871, -3.207], [2.438, -5.783, -2.685], [3.742, -4.265, 0.218], [3.252, -3.005, 2.242], [1.922, -0.491, 1.611], [2.462, 0.009, 3.972], [2.765, -1.701, 4.246], [0.470, -2.277, 4.186], [0.056, -0.935, 3.141], [0.744, -0.511, 6.089], [-0.863, -0.818, 5.473], [0.828, 1.538, 4.949], [-0.677, 2.506, 3.673], [-2.711, -0.232, 5.416], [-4.605, -1.676, 5.553], [-5.327, -2.164, 4.017], [-6.016, -0.826, 4.924], [-5.371, -0.407, 2.103], [-5.116, 1.090, 0.100], [-4.366, 1.427, -2.031], [-3.412, -0.048, -1.966], [-1.650, 2.311, -2.116], [-2.781, 2.266, -3.441], [-1.054, 1.123, -4.340], [-2.821, -0.300, -4.402], [0.054, -1.757, -3.442], [1.445, -3.398, -3.252], [3.844, 4.080, -1.172], [2.763, 3.551, -1.349], [2.773, 2.275, -1.838], [3.894, 1.513, -2.235], [5.250, 1.553, -2.404], [5.764, 0.453, -3.109], [4.946, -0.543, -3.626], [3.552, -0.552, -3.453], [3.079, 0.481, -2.684], [1.925, 1.163, -2.224], [-0.097, 0.222, -2.708], [-2.104, -0.548, -3.809], [-1.082, -1.810, -1.667], [-1.738, -2.973, -2.064], [-2.731, -3.489, -1.259], [-3.049, -2.832, -0.074], [-2.357, -1.679, 0.233], [-1.394, -1.173, -0.545], [1.497, 4.323, -1.098], [1.611, 5.705, -1.162], [0.484, 6.473, -0.927], [-0.703, 5.835, -0.610], [-0.711, 4.451, -0.539], [0.361, 3.700, -0.790], [5.867, 2.366, -2.056], [6.829, 0.398, -3.286], [5.398, -1.343, -4.198], [2.933, -1.320, -3.888], [-1.472, -3.450, -2.998], [-3.258, -4.389, -1.549], [-3.816, -3.205, 0.591], [-2.583, -1.122, 1.138], [2.571, 6.142, -1.393], [0.535, 7.552, -0.979], [-1.607, 6.391, -0.404], [-1.611, 3.926, -0.240]]
}


No. 2
{
  "formula": "C31H73BN3O22PS6",
  "method": "ωB97M-V/def2-TZVPD",
  "molar_mass_g_mol": 1074.1,
  "gap_ev": 8.91,
  "lumo_energy_ev": 0.38,
  "smiles": "CCOB(O)P(O)(CCCCCCCSc1nnco1)(CCCOC)CON=O.CCOS(C)(=O)=O.CCOS(C)(=O)=O.CCOS(C)(=O)=O.CCOS(C)(=O)=O.CCOS(C)(=O)=O",
  "spin_multiplicity": 1,
  "species": ["C", "C", "O", "B", "O", "P", "O", "C", "C", "C", "C", "C", "C", "C", "S", "C", "N", "N", "C", "O", "C", "C", "C", "O", "C", "C", "O", "N", "O", "H", "H", "H", "H", "H", "H", "H", "H", "H", "H", "H", "H", "H", "H", "H", "H", "H", "H", "H", "H", "H", "H", "H", "H", "H", "H", "H", "H", "H", "H", "H", "H", "H", "O", "S", "O", "O", "C", "C", "C", "H", "H", "H", "H", "H", "H", "H", "H", "O", "S", "O", "O", "C", "C", "C", "H", "H", "H", "H", "H", "H", "H", "H", "O", "S", "O", "O", "C", "C", "C", "H", "H", "H", "H", "H", "H", "H", "H", "O", "S", "O", "O", "C", "C", "C", "H", "H", "H", "H", "H", "H", "H", "H", "O", "S", "O", "O", "C", "C", "C", "H", "H", "H", "H", "H", "H", "H", "H"],
  "xyz": [[1.407, 0.655, 5.613], [1.512, 2.166, 5.644], [1.221, 2.805, 4.395], [2.078, 2.596, 3.366], [3.424, 2.326, 3.631], [1.509, 2.614, 1.495], [2.988, 3.525, 1.152], [0.579, 3.974, 0.658], [-0.508, 4.684, 1.510], [-1.893, 4.547, 0.848], [-3.079, 4.793, 1.776], [-3.420, 3.613, 2.684], [-4.116, 2.507, 1.865], [-4.531, 1.353, 2.761], [-5.555, 0.092, 1.880], [-5.162, 0.423, 0.204], [-4.242, -0.075, -0.512], [-4.353, 0.552, -1.758], [-5.307, 1.360, -1.680], [-5.902, 1.343, -0.450], [2.030, 1.173, 0.468], [0.960, 0.663, -0.508], [1.538, -0.082, -1.705], [1.925, -1.400, -1.386], [0.831, -2.295, -1.332], [-0.156, 1.743, 1.948], [0.099, 0.399, 2.420], [-1.093, -0.045, 3.043], [-1.496, -1.024, 2.551], [1.650, 0.307, 6.614], [2.108, 0.161, 4.946], [0.376, 0.364, 5.436], [2.462, 2.483, 6.066], [0.760, 2.519, 6.345], [3.529, 1.367, 3.698], [3.752, 2.945, 1.091], [1.297, 4.711, 0.333], [0.152, 3.568, -0.257], [-0.259, 5.743, 1.489], [-0.510, 4.397, 2.559], [-1.945, 5.260, 0.025], [-1.940, 3.562, 0.387], [-3.929, 5.076, 1.158], [-2.882, 5.653, 2.420], [-2.532, 3.152, 3.111], [-4.119, 3.936, 3.454], [-3.390, 2.173, 1.129], [-5.002, 2.921, 1.391], [-5.181, 1.751, 3.534], [-3.670, 0.839, 3.168], [-5.696, 2.021, -2.428], [2.256, 0.366, 1.167], [2.943, 1.350, -0.095], [0.290, 1.450, -0.852], [0.322, -0.055, 0.001], [2.353, 0.483, -2.153], [0.746, -0.103, -2.454], [1.206, -3.282, -1.575], [0.007, -2.015, -1.988], [0.436, -2.372, -0.315], [-0.657, 2.259, 2.767], [-0.878, 1.732, 1.127], [-8.605, 5.943, -0.498], [-8.038, 5.837, 0.810], [-6.758, 5.225, 0.998], [-9.094, 5.140, 1.772], [-9.650, 3.875, 1.353], [-8.667, 2.740, 1.546], [-8.037, 7.415, 1.587], [-9.986, 3.940, 0.317], [-10.532, 3.721, 1.972], [-7.817, 2.849, 0.873], [-9.138, 1.779, 1.342], [-8.276, 2.735, 2.564], [-9.021, 7.862, 1.474], [-7.285, 8.021, 1.086], [-7.781, 7.290, 2.635], [-0.542, -4.901, -2.461], [-1.454, -5.833, -1.871], [-1.046, -6.651, -0.774], [-2.051, -6.758, -3.019], [-1.123, -7.440, -3.885], [-0.492, -8.648, -3.220], [-2.947, -5.004, -1.449], [-0.365, -6.740, -4.241], [-1.706, -7.754, -4.749], [0.162, -8.352, -2.401], [0.101, -9.208, -3.944], [-1.260, -9.302, -2.807], [-3.273, -4.410, -2.298], [-2.730, -4.360, -0.598], [-3.694, -5.745, -1.178], [2.256, -2.198, 9.696], [3.339, -1.908, 8.809], [3.085, -1.426, 7.486], [4.292, -3.175, 8.727], [3.697, -4.447, 8.391], [3.387, -4.566, 6.912], [4.478, -0.826, 9.602], [2.807, -4.611, 9.000], [4.431, -5.197, 8.679], [2.596, -3.879, 6.616], [3.062, -5.580, 6.678], [4.267, -4.329, 6.315], [4.698, -1.213, 10.593], [4.001, 0.150, 9.673], [5.378, -0.761, 8.998], [1.464, 0.723, -4.653], [2.319, -0.140, -5.408], [3.675, 0.223, -5.686], [1.590, -0.509, -6.775], [1.118, 0.574, -7.599], [2.239, 1.250, -8.363], [2.300, -1.749, -4.699], [0.563, 1.289, -6.990], [0.412, 0.124, -8.296], [2.916, 1.775, -7.690], [1.831, 1.973, -9.069], [2.829, 0.513, -8.910], [1.269, -2.044, -4.521], [2.844, -1.697, -3.757], [2.792, -2.438, -5.381], [6.001, -4.186, -6.598], [7.359, -3.738, -6.562], [8.040, -3.581, -5.317], [7.477, -2.394, -7.398], [6.579, -1.312, -7.062], [6.994, -0.579, -5.804], [8.338, -4.744, -7.626], [5.559, -1.689, -6.981], [6.607, -0.634, -7.913], [6.893, -1.213, -4.925], [6.363, 0.298, -5.663], [8.037, -0.265, -5.862], [7.836, -4.833, -8.585], [8.430, -5.719, -7.153], [9.317, -4.286, -7.736]]
}


No. 3
{
  "formula": "C36H72Cl12O30",
  "method": "ωB97M-V/def2-TZVPD",
  "molar_mass_g_mol": 1410.4,
  "gap_ev": 10.73,
  "lumo_energy_ev": 0.18,
  "spin_multiplicity": 1,
  "species": ["C", "O", "C", "O", "O", "C", "H", "H", "H", "H", "H", "H", "C", "O", "C", "O", "O", "C", "H", "H", "H", "H", "H", "H", "C", "O", "C", "O", "O", "C", "H", "H", "H", "H", "H", "H", "C", "O", "C", "O", "O", "C", "H", "H", "H", "H", "H", "H", "C", "O", "C", "O", "O", "C", "H", "H", "H", "H", "H", "H", "C", "O", "C", "O", "O", "C", "H", "H", "H", "H", "H", "H", "C", "O", "C", "O", "O", "C", "H", "H", "H", "H", "H", "H", "C", "O", "C", "O", "O", "C", "H", "H", "H", "H", "H", "H", "C", "O", "C", "O", "O", "C", "H", "H", "H", "H", "H", "H", "C", "O", "C", "O", "O", "C", "H", "H", "H", "H", "H", "H", "C", "Cl", "Cl", "H", "H", "C", "Cl", "Cl", "H", "H", "C", "Cl", "Cl", "H", "H", "C", "Cl", "Cl", "H", "H", "C", "Cl", "Cl", "H", "H", "C", "Cl", "Cl", "H", "H"],
  "xyz": [[16.300, 26.123, 7.369], [16.316, 26.974, 6.234], [15.450, 27.955, 6.078], [14.591, 28.264, 6.863], [15.761, 28.588, 4.952], [14.830, 29.513, 4.436], [17.299, 25.737, 7.550], [15.661, 25.270, 7.146], [15.988, 26.641, 8.275], [14.768, 29.396, 3.352], [15.048, 30.563, 4.620], [13.809, 29.283, 4.743], [20.349, 29.504, 14.139], [21.077, 28.845, 15.164], [20.429, 28.009, 15.956], [19.278, 27.671, 15.899], [21.291, 27.575, 16.854], [20.845, 26.611, 17.802], [19.340, 29.776, 14.442], [20.323, 28.911, 13.225], [20.885, 30.435, 13.956], [20.660, 25.693, 17.237], [19.866, 26.884, 18.201], [21.619, 26.483, 18.547], [24.527, 22.422, 15.071], [24.229, 23.424, 14.081], [24.712, 23.331, 12.846], [24.246, 23.949, 11.931], [25.648, 22.404, 12.766], [26.075, 21.936, 11.497], [24.353, 21.408, 14.715], [23.920, 22.590, 15.955], [25.579, 22.603, 15.293], [26.419, 22.754, 10.867], [25.283, 21.424, 10.950], [26.906, 21.262, 11.682], [25.417, 25.690, 7.209], [26.156, 26.012, 6.043], [27.066, 26.985, 6.129], [27.284, 27.630, 7.120], [27.638, 27.114, 4.955], [28.662, 28.107, 4.850], [24.881, 24.756, 7.072], [24.758, 26.489, 7.550], [26.101, 25.525, 8.044], [28.234, 29.097, 4.698], [29.243, 27.846, 3.971], [29.269, 28.132, 5.751], [22.884, 26.747, 14.428], [24.135, 26.456, 15.031], [24.048, 25.833, 16.219], [23.058, 25.742, 16.876], [25.167, 25.247, 16.588], [26.410, 25.484, 15.927], [22.608, 26.084, 13.606], [22.881, 27.729, 13.940], [22.036, 26.835, 15.103], [27.095, 24.659, 16.087], [26.787, 26.469, 16.187], [26.284, 25.539, 14.843], [16.728, 30.730, 8.048], [18.058, 30.982, 8.505], [18.575, 32.107, 8.043], [18.178, 32.770, 7.125], [19.700, 32.391, 8.702], [20.312, 33.641, 8.444], [16.756, 30.576, 6.968], [16.110, 31.615, 8.213], [16.216, 29.904, 8.538], [21.357, 33.570, 8.729], [19.837, 34.430, 9.029], [20.271, 33.956, 7.402], [17.680, 27.761, 10.675], [19.044, 27.639, 10.986], [19.823, 26.789, 10.358], [19.464, 26.012, 9.494], [21.075, 27.015, 10.631], [22.092, 26.218, 10.063], [17.559, 28.038, 9.623], [17.373, 28.541, 11.362], [17.058, 26.867, 10.750], [22.201, 25.229, 10.504], [23.059, 26.688, 10.225], [21.876, 26.129, 8.999], [18.922, 23.520, 8.115], [18.813, 23.390, 6.698], [17.636, 22.959, 6.245], [16.628, 22.823, 6.880], [17.772, 22.757, 4.946], [16.671, 22.176, 4.240], [18.928, 22.543, 8.605], [18.159, 24.138, 8.576], [19.934, 23.901, 8.252], [16.035, 21.598, 4.903], [17.109, 21.569, 3.451], [16.112, 22.967, 3.741], [13.330, 26.901, 12.863], [14.699, 27.049, 12.999], [15.443, 26.091, 13.555], [15.040, 25.096, 14.085], [16.720, 26.440, 13.420], [17.685, 25.586, 14.021], [13.060, 27.230, 11.856], [12.694, 27.453, 13.558], [12.889, 25.900, 12.845], [17.523, 24.542, 13.759], [17.765, 25.779, 15.088], [18.648, 25.844, 13.578], [26.164, 26.964, 11.892], [26.367, 28.051, 12.778], [27.345, 27.955, 13.650], [28.075, 27.010, 13.777], [27.264, 28.988, 14.482], [28.166, 28.978, 15.567], [25.317, 27.232, 11.258], [25.807, 26.132, 12.500], [26.961, 26.750, 11.185], [27.893, 28.208, 16.291], [28.025, 29.900, 16.132], [29.218, 28.919, 15.295], [16.204, 29.247, 15.415], [16.723, 29.986, 13.889], [14.452, 29.279, 15.583], [16.562, 28.219, 15.440], [16.690, 29.674, 16.288], [20.370, 27.485, 6.630], [21.945, 26.729, 6.389], [20.551, 28.963, 7.609], [20.001, 27.742, 5.643], [19.667, 26.859, 7.171], [14.420, 30.526, 11.023], [14.627, 28.919, 10.289], [13.617, 31.657, 9.940], [13.812, 30.398, 11.913], [15.406, 30.876, 11.312], [20.587, 22.261, 13.474], [20.944, 23.967, 13.698], [18.843, 22.018, 13.128], [21.136, 21.825, 12.648], [20.775, 21.754, 14.413], [18.824, 32.360, 12.148], [19.058, 30.816, 11.329], [17.321, 33.149, 11.721], [18.870, 32.139, 13.212], [19.719, 32.944, 11.944], [22.515, 30.562, 10.591], [23.080, 29.414, 11.821], [22.659, 32.234, 11.150], [23.181, 30.492, 9.737], [21.488, 30.318, 10.345]]
}


No. 4
{
  "formula": "C5H7BrN2",
  "method": "ωB97M-V/def2-TZVPD",
  "molar_mass_g_mol": 175.0,
  "charge": 2,
  "gap_ev": [9.41, 6.54],
  "lumo_energy_ev": [-9.65, -11.29],
  "e_above_lowest_ev": 5.797,
  "spin_multiplicity": 1,
  "species": ["C", "C", "C", "C", "C", "N", "N", "Br", "H", "H", "H", "H", "H", "H", "H"],
  "xyz": [[-0.765, 0.000, -0.135], [0.227, -1.093, 0.106], [2.651, -0.171, -0.036], [-0.385, -2.289, 0.004], [-1.332, 2.422, 0.059], [1.697, -1.025, 0.056], [-0.698, 1.257, -0.038], [4.354, 0.367, -0.011], [-1.705, -0.336, -0.502], [0.175, -3.204, 0.113], [-1.415, -2.455, 0.015], [-0.851, 3.194, -0.383], [-1.619, 2.743, 1.041], [-2.454, 2.536, -0.256], [2.121, -1.945, -0.032]]
}


No. 5
{
  "formula": "C5H5NO",
  "method": "ωB97M-V/def2-TZVPD",
  "molar_mass_g_mol": 95.1,
  "gap_ev": 8.87,
  "lumo_energy_ev": 0.06,
  "smiles": "C1=C[C@H]2ON2C=C1",
  "e_above_lowest_ev": 4.476,
  "spin_multiplicity": 1,
  "species": ["C", "C", "C", "C", "C", "N", "O", "H", "H", "H", "H", "H"],
  "xyz": [[0.887, -0.481, 0.833], [1.265, 0.566, -0.104], [-0.359, -0.905, 0.906], [0.423, 1.035, -1.049], [-1.371, -0.415, -0.062], [-0.881, 0.500, -1.166], [-1.912, 0.796, -0.209], [1.732, -0.963, 1.523], [2.331, 0.745, -0.178], [-0.754, -1.566, 1.639], [0.506, 1.946, -1.691], [-1.867, -1.257, -0.441]]
}


No. 6
{
  "formula": "C5H9NO2",
  "method": "ωB97M-V/def2-TZVPD",
  "molar_mass_g_mol": 115.1,
  "gap_ev": 10.00,
  "lumo_energy_ev": 0.67,
  "smiles": "CN[C@@H](C=O)CC=O",
  "e_above_lowest_ev": 1.840,
  "spin_multiplicity": 1,
  "species": ["C", "N", "C", "C", "C", "O", "C", "O", "H", "H", "H", "H", "H", "H", "H", "H", "H"],
  "xyz": [[2.045, 0.679, -0.919], [1.321, 0.466, 0.336], [0.123, -0.349, 0.271], [-1.148, 0.430, -0.182], [-2.343, -0.449, -0.427], [-2.715, -0.735, -1.535], [-0.093, -1.013, 1.617], [-1.019, -1.744, 1.855], [1.985, -0.254, -1.488], [1.732, 1.547, -1.486], [3.121, 0.690, -0.704], [1.140, 1.367, 0.775], [0.323, -1.115, -0.479], [-1.380, 1.155, 0.612], [-0.864, 0.955, -1.093], [-2.886, -0.836, 0.453], [0.660, -0.792, 2.395]]
}